No. 1
Formula: C6H11NO
Source: the Open Molecules 2025 dataset
Level of theory: ωB97M-V with the def2-TZVPD basis set

As for the SMILES: C=CC[C@H](C=O)NC. The calculation puts the electronic energy at -365.1610 Ha. The orbital gap comes out at 0.36016 Eh.

Structure (ORCA input):
```
! wB97M-V def2-TZVPD RIJCOSX def2/J DEFGRID3
* xyz 0 1
C -0.0992 -2.2454 2.3317
C 0.1263 -1.1858 1.5663
C -0.0603 -1.1739 0.0778
C -0.3652 0.2235 -0.4721
C -0.6835 0.0346 -1.9682
O -1.8148 -0.1036 -2.3452
N 0.7163 1.1340 -0.1990
C 0.4507 2.5046 -0.5837
H -0.4664 -3.1740 1.8913
H 0.0968 -2.3390 3.3948
H 0.3743 -0.2624 2.0687
H -0.8513 -1.8738 -0.2092
H 0.8566 -1.5434 -0.4056
H -1.2982 0.6019 -0.0543
H 0.1914 -0.0064 -2.6507
H 1.6299 0.7834 -0.4492
H 0.2309 2.6046 -1.6534
H -0.3598 2.9003 0.0168
H 1.3256 3.1208 -0.3569
*
```

List of Löwdin charges in e, atom by atom:
1. C -0.0072
2. C -0.1820
3. C -0.1645
4. C -0.3590
5. C -0.2360
6. O 0.0666
7. N -0.0942
8. C -0.1170
9. H 0.0576
10. H 0.0509
11. H 0.0951
12. H 0.1247
13. H 0.1259
14. H 0.1519
15. H 0.1320
16. H 0.1155
17. H 0.0763
18. H 0.0810
19. H 0.0822


No. 2
Formula: C6H11NO
Source: the Open Molecules 2025 dataset
Level of theory: ωB97M-V with the def2-TZVPD basis set

The calculation puts the electronic energy at -364.9027 Ha. The orbital gap (spin up / spin down) comes out at 0.41595 / 0.25976 Eh.

Structure (ORCA input):
```
! wB97M-V def2-TZVPD RIJCOSX def2/J DEFGRID3
* xyz 1 2
C 0.4755 -0.8863 2.4375
C 0.5475 -0.2650 1.0673
C 0.6791 1.0436 0.7208
N 0.4500 1.1544 -0.6264
C 0.4113 -0.0817 -1.1886
C 0.4868 -1.0147 -0.1735
C 0.2045 -0.2771 -2.6632
H 0.5276 -1.9263 2.3444
H -0.4781 -0.6596 2.8405
H 1.2987 -0.4285 3.0058
H 1.0851 1.8915 1.2785
H 0.6639 1.9388 -1.2275
H 0.3706 -2.0887 -0.2285
H -0.8107 -0.1538 -2.9888
H 0.3056 -1.3315 -2.7040
H 1.0241 0.2249 -3.2067
H -2.5901 1.5274 0.9273
H -1.8829 0.5480 -0.0210
O -2.7686 0.7846 0.4059
*
```

List of Löwdin charges in e, atom by atom:
1. C 0.0227
2. C -0.1840
3. C 0.0531
4. N 0.1116
5. C -0.2384
6. C 0.0885
7. C 0.0464
8. H 0.0747
9. H 0.0914
10. H 0.1142
11. H 0.1723
12. H 0.1851
13. H 0.1435
14. H 0.1071
15. H 0.0796
16. H 0.1220
17. H 0.0026
18. H 0.0382
19. O -0.0306


No. 3
Formula: C6H11NO2
Source: the Open Molecules 2025 dataset
Level of theory: ωB97M-V with the def2-TZVPD basis set

As for the SMILES: CO/C(C)=N/CC(C)=O. The calculation puts the electronic energy at -440.3783 Ha. The orbital gap comes out at 0.33517 Eh.

Structure (ORCA input):
```
! wB97M-V def2-TZVPD RIJCOSX def2/J DEFGRID3
* xyz 0 1
C 0.6980 -1.1623 -2.5589
O 1.5356 -0.6403 -1.5328
C 1.0348 -0.6157 -0.2851
C 1.7658 0.2528 0.6370
N -0.1764 -1.0283 -0.0764
C -0.7532 -0.8496 1.1740
C -0.9362 0.8911 1.5220
C -1.6646 1.5957 0.4019
O -1.0680 1.2105 2.6777
H -0.1874 -0.5363 -2.6901
H 1.3048 -1.1621 -3.4616
H 0.3756 -2.1755 -2.3171
H 0.8384 0.8993 1.1625
H 2.0535 -0.2676 1.5491
H 2.6245 0.7278 0.1783
H -1.7590 -1.2704 1.2120
H -0.1351 -1.1354 2.0297
H -1.0990 1.4843 -0.5229
H -1.8102 2.6472 0.6481
H -2.6419 1.1349 0.2525
*
```

List of Löwdin charges in e, atom by atom:
1. C -0.0720
2. O -0.0737
3. C -0.4386
4. C 0.0337
5. N 0.0450
6. C -0.1378
7. C -0.4237
8. C -0.0264
9. O 0.0630
10. H 0.0869
11. H 0.0884
12. H 0.0864
13. H 0.1247
14. H 0.0911
15. H 0.0914
16. H 0.1070
17. H 0.1046
18. H 0.0717
19. H 0.0840
20. H 0.0944


No. 4
Formula: C6H11NO2
Source: the Open Molecules 2025 dataset
Level of theory: ωB97M-V with the def2-TZVPD basis set

As for the SMILES: OC[C@@]12C[C@H]1OCCN2. The calculation puts the electronic energy at -440.3059 Ha. The orbital gap comes out at 0.33320 Eh.

Structure (ORCA input):
```
! wB97M-V def2-TZVPD RIJCOSX def2/J DEFGRID3
* xyz 0 1
O -0.0145 1.8619 -0.5748
C -1.1218 1.3042 0.1135
C -0.8526 -0.1392 0.5304
C -1.8665 -1.0791 -0.1847
C -0.3623 -1.0623 -0.5316
O 0.6385 -0.5304 -1.3843
C 1.7491 -0.4045 -0.4867
C 1.3913 0.1670 0.9671
N 0.1330 -0.2670 1.6115
H 0.2766 1.1896 -1.1463
H -1.9969 1.2982 -0.5296
H -1.4220 1.9243 0.9249
H -2.0803 -1.9844 0.3299
H -2.7225 -0.6725 -0.7419
H 0.0239 -2.0040 -0.1167
H 2.1566 -1.4501 -0.3600
H 2.4988 0.3126 -0.9137
H 2.2150 -0.1750 1.6017
H 1.3434 1.2773 0.9135
H 0.1613 -1.2157 1.9821
*
```

List of Löwdin charges in e, atom by atom:
1. O -0.0543
2. C -0.1576
3. C -0.3639
4. C 0.0532
5. C -0.2525
6. O -0.1159
7. C -0.1488
8. C -0.1670
9. N 0.0053
10. H 0.0191
11. H 0.1092
12. H 0.1206
13. H 0.0856
14. H 0.1091
15. H 0.1464
16. H 0.1300
17. H 0.1412
18. H 0.1149
19. H 0.1143
20. H 0.1110


No. 5
Formula: C6H11NO2S
Source: the Open Molecules 2025 dataset
Level of theory: ωB97M-V with the def2-TZVPD basis set

As for the SMILES: C=C[S@@H](=O)=NC(=O)C(C)C. The calculation puts the electronic energy at -838.5081 Ha. The orbital gap comes out at 0.36032 Eh.

Structure (ORCA input):
```
! wB97M-V def2-TZVPD RIJCOSX def2/J DEFGRID3
* xyz 0 1
C -1.5531 -1.3708 -3.2390
C -2.4872 -1.3763 -2.2716
S -2.2587 -0.7719 -0.4822
O -2.9671 -1.6882 0.3865
N -0.8113 -0.4185 -0.0803
C -0.3952 0.8484 -0.2474
O -0.9752 1.7224 -0.8588
C 0.9322 1.1769 0.4595
C 0.5305 1.9581 1.7603
C 1.7048 -0.0701 0.8871
H -1.9883 -1.6046 -4.2638
H -0.6728 -0.8052 -3.2459
H -3.4164 -1.8534 -2.1823
H -2.9891 0.4066 -0.6459
H 1.4836 1.9254 -0.1097
H 0.0590 1.4159 2.5213
H -0.2038 2.8225 1.4391
H 1.3950 2.3473 2.2760
H 1.0737 -0.4940 1.8610
H 2.6303 0.2089 1.3289
H 1.7668 -0.8243 0.1718
*
```

List of Löwdin charges in e, atom by atom:
1. C 0.0206
2. C -0.1864
3. S 0.8482
4. O -0.3738
5. N -0.1352
6. C -0.5974
7. O 0.0189
8. C -0.3300
9. C -0.0746
10. C -0.0827
11. H 0.0956
12. H 0.0456
13. H 0.0482
14. H 0.0985
15. H 0.1352
16. H 0.0453
17. H 0.1201
18. H 0.0669
19. H 0.1405
20. H 0.0564
21. H 0.0401


No. 6
Formula: C6H11NO2S
Source: the Open Molecules 2025 dataset
Level of theory: ωB97M-V with the def2-TZVPD basis set

As for the SMILES: C=CSCC/C(O)=C(\N)O. The calculation puts the electronic energy at -838.5574 Ha. The orbital gap comes out at 0.32300 Eh.

Structure (ORCA input):
```
! wB97M-V def2-TZVPD RIJCOSX def2/J DEFGRID3
* xyz 0 1
C -0.5474 2.0083 -1.0775
C -0.5515 2.3002 0.2277
S 0.5168 1.9006 1.5491
C 1.7172 0.6699 0.8760
C 1.3225 -0.7803 0.9357
C 0.4340 -1.3030 -0.1688
O 1.2518 -1.8204 -1.1976
C -0.8565 -1.3365 -0.3393
N -1.8631 -0.8427 0.5464
O -1.3606 -1.8652 -1.4971
H 0.0106 1.3176 -1.6515
H -1.2532 2.3776 -1.7736
H -1.4592 2.7213 0.6063
H 2.6346 0.8956 1.4519
H 1.9544 1.1655 -0.1600
H 2.2303 -1.5299 0.9175
H 0.9440 -0.9419 1.8706
H 0.8110 -2.1022 -1.9575
H -1.8390 0.2195 0.4758
H -1.7556 -1.2125 1.5505
H -2.3411 -1.8416 -1.1846
*
```

List of Löwdin charges in e, atom by atom:
1. C -0.0575
2. C -0.5583
3. S 0.8724
4. C -0.4537
5. C -0.1878
6. C -0.2706
7. O 0.0382
8. C -0.4457
9. N 0.0803
10. O 0.0215
11. H 0.0442
12. H 0.0435
13. H 0.0473
14. H 0.0700
15. H 0.1151
16. H 0.1637
17. H 0.0655
18. H 0.0550
19. H 0.0780
20. H 0.1296
21. H 0.1492


No. 7
Formula: C6H11NO3
Source: the Open Molecules 2025 dataset
Level of theory: ωB97M-V with the def2-TZVPD basis set

As for the SMILES: C=C(NC)C(C)=O.O=CO. The calculation puts the electronic energy at -515.6645 Ha. The orbital gap comes out at 0.33363 Eh.

Structure (ORCA input):
```
! wB97M-V def2-TZVPD RIJCOSX def2/J DEFGRID3
* xyz 0 1
C 1.9864 0.3458 0.7963
C 0.6714 0.2936 0.5058
N 0.1127 1.1562 -0.4402
C -1.1713 1.8156 -0.2959
C -0.2443 -0.5601 1.3276
C 0.3240 -1.9013 1.7303
O -1.3480 -0.2156 1.6808
H 2.4407 -0.3089 1.5136
H 2.6406 1.0305 0.2830
H 0.8151 1.7538 -0.8604
H -1.1425 2.6026 0.4627
H -1.9259 1.0856 -0.0155
H -1.4332 2.2583 -1.2567
H -0.4967 -2.5902 1.9210
H 0.9827 -2.3008 0.9659
H 0.8914 -1.7809 2.6542
O 0.0573 0.1683 -3.1309
C -0.2054 -0.5122 -2.1800
O -1.4251 -0.8578 -1.7888
H 0.5645 -1.0556 -1.5232
H -2.0943 -0.4269 -2.3499
*
```

List of Löwdin charges in e, atom by atom:
1. C 0.0824
2. C -0.3203
3. N -0.0650
4. C -0.0810
5. C -0.3955
6. C -0.0153
7. O 0.0928
8. H 0.0554
9. H 0.0643
10. H 0.1347
11. H 0.0887
12. H 0.0681
13. H 0.0881
14. H 0.0884
15. H 0.0793
16. H 0.0915
17. O 0.0504
18. C -0.4645
19. O 0.0732
20. H 0.1506
21. H 0.1336


No. 8
Formula: C6H11NO3S3
Source: the Open Molecules 2025 dataset
Level of theory: ωB97M-V with the def2-TZVPD basis set

The calculation puts the electronic energy at -1710.0166 Ha. The orbital gap comes out at 0.29127 Eh.

Structure (ORCA input):
```
! wB97M-V def2-TZVPD RIJCOSX def2/J DEFGRID3
* xyz 0 1
C 0.0189 -1.7117 -0.6593
C -1.7711 -0.5620 0.4517
C -3.2694 -0.2878 0.1216
C 3.3291 -0.4403 -0.3806
C 2.8334 0.5293 0.8317
C -0.1857 2.3617 0.3328
H 0.2661 -2.6193 -0.0033
H 0.9176 -0.9899 -0.3664
H 0.0975 -2.1209 -1.5893
H -3.8240 -0.5868 1.0094
H -3.2433 0.9033 0.0957
H -2.7628 -0.5200 -1.8290
H 2.9372 -1.5497 -0.4227
H 3.5468 0.3808 1.7343
H 3.1313 1.6333 0.4961
H -0.2753 0.6527 -0.8451
H 0.1076 2.4010 1.4571
N 0.2576 1.1059 -0.0917
O -1.2817 -1.2301 -0.5463
O -3.6517 -0.6880 -1.2739
O 3.8910 0.0328 -1.3390
S -1.0716 -0.3924 1.9895
S 1.0673 0.1433 1.1128
S -1.0648 3.5549 -0.2861
*
```

List of Löwdin charges in e, atom by atom:
1. C -0.1414
2. C -0.7269
3. C -0.1578
4. C -0.3116
5. C -0.3823
6. C -0.8594
7. H 0.1370
8. H -0.0108
9. H 0.0663
10. H 0.1125
11. H 0.1472
12. H 0.1497
13. H 0.1339
14. H 0.1015
15. H 0.1199
16. H 0.0910
17. H 0.0688
18. N -0.3417
19. O -0.1406
20. O -0.1109
21. O 0.0249
22. S 0.6952
23. S 0.6901
24. S 0.6453


No. 9
Formula: C6H11NO7PS2
Source: the Open Molecules 2025 dataset
Level of theory: ωB97M-V with the def2-TZVPD basis set

The calculation puts the electronic energy at -1954.4777 Ha. The orbital gap comes out at 0.26017 Eh.

Structure (ORCA input):
```
! wB97M-V def2-TZVPD RIJCOSX def2/J DEFGRID3
* xyz -1 1
C -0.3341 -3.3858 -0.1981
S -1.1320 -2.4247 1.0508
O -1.7831 -1.3287 0.3567
O -2.0757 -3.1951 1.8107
C 0.1381 -1.6819 2.1203
N 0.9377 -0.8181 1.2650
P 1.0357 0.7969 1.7040
S 2.3856 1.2830 3.0330
C 1.0130 -2.7764 2.7978
O 1.2827 -2.5585 3.9898
O 1.3544 -3.6953 2.0613
H 0.0637 -4.2907 0.2279
H -1.0526 -3.5923 -0.9702
H 0.5031 -2.8202 -0.5807
H -0.4177 -1.1584 2.8816
H 1.8801 -1.1755 1.1558
H -0.2386 1.2235 2.1015
H 1.3543 1.4686 0.5288
C -0.5342 3.9093 -2.1230
C -1.0278 3.1680 -3.3471
O -0.2256 1.9866 -3.3359
C 0.1933 1.7717 -2.0592
O 0.7295 0.7914 -1.6801
O -0.0983 2.8463 -1.2770
H -1.3107 4.4929 -1.6350
H 0.3165 4.5582 -2.3417
H -2.0782 2.8817 -3.2667
H -0.8793 3.7231 -4.2702
*
```

List of Löwdin charges in e, atom by atom:
1. C -0.1529
2. S 0.6331
3. O -0.3778
4. O -0.3277
5. C -0.3696
6. N -0.2268
7. P 0.2974
8. S 0.0430
9. C -0.7535
10. O -0.0306
11. O -0.0332
12. H 0.0501
13. H 0.0595
14. H 0.0603
15. H 0.1158
16. H 0.0993
17. H -0.0050
18. H -0.0507
19. C -0.1246
20. C -0.1266
21. O 0.0591
22. C -0.5629
23. O 0.1606
24. O 0.0422
25. H 0.1304
26. H 0.1309
27. H 0.1324
28. H 0.1278


No. 10
Formula: C6H11NOS
Source: the Open Molecules 2025 dataset
Level of theory: ωB97M-V with the def2-TZVPD basis set

The calculation puts the electronic energy at -763.3844 Ha. The orbital gap comes out at 0.38375 Eh.

Structure (ORCA input):
```
! wB97M-V def2-TZVPD RIJCOSX def2/J DEFGRID3
* xyz 0 1
O -0.2631 -0.0483 -3.7430
N -1.2208 0.5714 -1.4618
S -1.1051 0.8218 -2.9013
C 0.6640 0.4658 1.6412
C 1.3107 0.7897 0.2625
C -0.8420 0.1849 1.4775
C 1.0062 -0.3144 -0.7398
C -1.1401 -0.9166 0.4789
C -0.5177 -0.6014 -0.8884
H 0.8061 1.3551 2.2435
H 1.1882 -0.3394 2.1626
H 0.9320 1.7615 -0.1111
H 2.4098 0.8679 0.3722
H -1.3208 -0.0422 2.4395
H -1.2700 1.1319 1.1240
H 1.4429 -1.2836 -0.3721
H 1.5047 -0.0657 -1.7035
H -2.2155 -1.0646 0.3896
H -0.7421 -1.8419 0.8964
H -0.6274 -1.4320 -1.5671
*
```

List of Löwdin charges in e, atom by atom:
1. O -0.4987
2. N -0.2951
3. S 0.9047
4. C -0.1958
5. C -0.2041
6. C -0.2111
7. C -0.1729
8. C -0.1731
9. C -0.3934
10. H 0.0970
11. H 0.1086
12. H 0.1131
13. H 0.1124
14. H 0.1109
15. H 0.1072
16. H 0.1331
17. H 0.1098
18. H 0.1116
19. H 0.1169
20. H 0.1186


No. 11
Formula: C6H11NOS
Source: the Open Molecules 2025 dataset
Level of theory: ωB97M-V with the def2-TZVPD basis set

The calculation puts the electronic energy at -763.1991 Ha. The orbital gap (spin up / spin down) comes out at 0.22887 / 0.20738 Eh.

Structure (ORCA input):
```
! wB97M-V def2-TZVPD RIJCOSX def2/J DEFGRID3
* xyz 0 3
C -1.4580 -0.1330 0.4952
C -0.3230 -0.5597 -0.0597
C -0.2066 -1.6145 -1.1039
C -1.4811 0.9263 1.5713
C 1.6524 0.6465 -0.9338
C 1.0412 0.1863 0.3519
N -1.2822 -2.2281 -1.7077
O 0.9510 -1.9235 -1.4151
S 2.2599 -1.1293 1.0508
H -2.3346 -0.5206 0.1946
H -2.2264 0.7502 2.2924
H -1.6801 1.9602 1.1109
H -0.5979 1.0467 2.0482
H 1.9043 -0.1523 -1.5910
H 0.8290 1.2182 -1.2803
H 2.4530 1.3580 -0.8485
H 1.0604 0.9294 1.0862
H -2.2328 -2.0764 -1.4896
H -1.0522 -2.4740 -2.6986
H 1.5619 -2.2755 0.6201
*
```

List of Löwdin charges in e, atom by atom:
1. C -0.1202
2. C -0.2080
3. C -0.5050
4. C -0.0845
5. C -0.1486
6. C -0.5316
7. N 0.1416
8. O 0.0952
9. S 0.7535
10. H 0.0490
11. H 0.0543
12. H 0.1086
13. H 0.0119
14. H 0.0554
15. H 0.0799
16. H 0.0794
17. H 0.0569
18. H 0.0765
19. H 0.1248
20. H -0.0890


No. 12
Formula: C6H11NS
Source: the Open Molecules 2025 dataset
Level of theory: ωB97M-V with the def2-TZVPD basis set

As for the SMILES: C/C=C(C)/N=C/SC. The calculation puts the electronic energy at -688.0892 Ha. The orbital gap comes out at 0.33212 Eh.

Structure (ORCA input):
```
! wB97M-V def2-TZVPD RIJCOSX def2/J DEFGRID3
* xyz 0 1
C 2.7596 1.3760 -0.2101
C 1.2833 1.0125 -0.2658
C 0.6138 -0.0799 0.1741
C 1.2097 -1.5054 0.5997
N -0.7849 -0.1631 0.0260
C -1.5574 0.8321 0.4252
S -3.2532 0.6688 0.2040
C -3.2833 -0.9535 -0.5894
H 2.9217 1.9186 0.7403
H 3.1163 2.1295 -0.9466
H 3.4372 0.5109 -0.4186
H 0.6313 1.7673 -0.8211
H 2.2686 -1.3030 0.9809
H 1.0596 -2.2033 -0.2634
H 0.5997 -1.9513 1.4165
H -1.1466 1.7577 0.8791
H -3.0995 -1.4891 0.3257
H -2.5406 -1.1150 -1.2748
H -4.2352 -1.2099 -0.9818
*
```

List of Löwdin charges in e, atom by atom:
1. C -0.1202
2. C -0.1376
3. C -0.3498
4. C -0.0357
5. N -0.0386
6. C -0.5118
7. S 0.8622
8. C -0.3692
9. H 0.0726
10. H 0.0666
11. H 0.0768
12. H 0.1160
13. H 0.0813
14. H 0.0783
15. H 0.0624
16. H 0.0897
17. H 0.0235
18. H 0.0035
19. H 0.0299


Which of these has the highest electronic energy? number 2